The following is a quantum chemistry calculation of an isolated molecule of C5H12ClN at a distorted geometry, from the Open Molecules 2025 dataset.

total charge = 0
E_HOMO = -10.05 eV
calculated total energy = -19391.5686 eV
structure (SMILES) = CC(C)[C@](C)(N)Cl
Kohn-Sham gap = 11.0 eV
ΔE to the lowest compared entry with this formula, charge and spin = 0.0000 eV

Element x y z (Å)
Cl (1.03, 0.37, -2.00)
N (-1.56, -0.46, -1.29)
C (-0.90, 1.78, -0.88)
C (0.11, -0.40, 0.51)
C (1.30, 0.23, 1.14)
C (0.50, -1.89, 0.29)
C (-0.44, 0.26, -0.78)
H (-1.19, 2.09, -1.88)
H (-0.76, -0.34, 1.28)
H (1.00, -2.21, 1.20)
H (-1.81, 1.87, -0.41)
H (-0.11, 2.45, -0.63)
H (2.17, 0.24, 0.51)
H (1.64, -0.43, 1.92)
H (-1.82, -0.04, -2.25)
H (-1.33, -1.43, -1.65)
H (1.18, -1.88, -0.65)
H (1.26, 1.33, 1.62)
H (-0.29, -2.52, 0.08)

The following is a quantum chemistry calculation of a cluster of 2 separate species, C5H12ClN in total at a distorted geometry, from the Open Molecules 2025 dataset.

total charge = 0
E_HOMO (alpha / beta) = -8.98 / -7.24 eV
calculated total energy = -19387.9422 eV
Kohn-Sham gap (alpha / beta) = 9.7 / 7.4 eV
ΔE to the lowest compared entry with this formula, charge and spin = 3.6265 eV

Element x y z (Å)
Cl (-2.34, 0.69, -0.37)
N (0.40, -1.14, -0.75)
C (-0.20, -1.06, -2.04)
C (1.74, -0.59, -0.63)
C (-1.10, 0.52, 0.81)
C (-1.08, -0.28, 2.00)
C (-0.10, 1.71, 0.71)
H (-0.41, -0.02, -2.32)
H (-1.19, -1.57, -2.12)
H (2.03, -0.44, 0.48)
H (2.50, -1.18, -1.18)
H (1.98, 0.50, -1.18)
H (-0.02, -0.35, 2.45)
H (-0.55, 2.54, 1.32)
H (0.45, -1.58, -2.76)
H (-1.72, 0.15, 2.78)
H (-1.42, -1.34, 1.97)
H (0.78, 1.41, 1.21)
H (0.25, 2.00, -0.37)

The following is a quantum chemistry calculation of the ion C5H12ClNOP with charge +1 at a distorted geometry, from the Open Molecules 2025 dataset.

total charge = +1
E_HOMO = -12.94 eV
calculated total energy = -30723.2073 eV
structure (SMILES) = OP(Cl)[C@H]1CCC[NH2+]C1
Kohn-Sham gap = 9.7 eV

Element x y z (Å)
Cl (3.20, 2.06, -0.14)
P (2.44, 0.25, 0.44)
O (1.63, 0.65, 1.84)
N (-1.00, 0.86, 0.51)
C (-1.85, -0.24, -0.09)
C (-0.99, -1.48, -0.07)
C (-0.02, 1.26, -0.53)
C (1.01, 0.13, -0.74)
C (0.44, -1.31, -0.67)
H (-1.56, 1.65, 0.84)
H (1.11, -1.88, -0.02)
H (-1.54, -2.28, -0.56)
H (1.41, 0.29, -1.73)
H (0.50, 2.14, -0.16)
H (-2.18, 0.06, -1.07)
H (-2.69, -0.38, 0.58)
H (-0.88, -1.77, 0.98)
H (-0.51, 0.42, 1.29)
H (0.48, -1.79, -1.64)
H (-0.51, 1.52, -1.46)
H (1.51, -0.16, 2.37)

The following is a quantum chemistry calculation of a cluster of 2 separate species, C5H12ClNOS in total at a distorted geometry, from the Open Molecules 2025 dataset.

total charge = 0
E_HOMO = -9.70 eV
calculated total energy = -32272.3986 eV
Kohn-Sham gap = 10.3 eV
ΔE to the lowest compared entry with this formula, charge and spin = 1.3528 eV

Element x y z (Å)
Cl (2.30, 2.27, 0.03)
S (2.26, -1.12, 0.45)
O (2.65, -0.45, -0.79)
N (0.58, -0.98, 0.55)
C (-0.08, -0.31, -0.28)
C (-1.96, 1.37, -0.56)
C (2.36, -2.96, 0.27)
C (-1.50, -0.07, -0.40)
C (-2.08, 2.02, 0.85)
H (-1.24, 2.02, -0.98)
H (0.45, 0.41, -0.95)
H (-2.28, -0.56, 0.39)
H (-1.73, -0.53, -1.49)
H (2.60, -3.30, 1.36)
H (-2.14, 1.16, 1.66)
H (2.29, 1.01, -0.33)
H (-3.04, 1.27, -1.09)
H (-1.16, 2.63, 1.01)
H (-2.95, 2.69, 0.92)
H (3.21, -3.12, -0.39)
H (1.49, -3.44, -0.24)

The following is a quantum chemistry calculation of a cluster of 2 separate species, C5H12ClNSi in total at a distorted geometry, from the Open Molecules 2025 dataset.

total charge = 0
E_HOMO (alpha / beta) = -6.17 / -8.95 eV
calculated total energy = -27266.0185 eV
<S²> = 2.0196
2S+1 = 3
Kohn-Sham gap (alpha / beta) = 7.1 / 8.0 eV
ΔE to the lowest compared entry with this formula, charge and spin = 0.0000 eV

Element x y z (Å)
Cl (-2.01, 1.58, -0.53)
Si (-0.15, 0.96, -0.34)
N (-0.06, -0.63, -0.96)
C (-0.02, 0.90, 2.98)
C (-1.18, -1.58, -0.83)
C (1.17, -1.18, -1.28)
C (1.08, 2.13, -1.26)
C (-0.76, -0.21, 3.22)
H (2.03, -0.67, -0.72)
H (1.19, -2.25, -0.97)
H (-1.19, -2.17, 0.03)
H (0.22, 1.79, 3.50)
H (2.02, 1.98, -0.87)
H (-1.12, -2.34, -1.63)
H (1.11, 1.91, -2.37)
H (-1.11, -0.49, 4.21)
H (0.79, 3.20, -1.34)
H (-2.17, -1.07, -0.95)
H (1.35, -1.11, -2.32)
H (-1.20, -0.74, 2.44)

The following is a quantum chemistry calculation of a cluster of 2 separate species, C5H12F in total at a distorted geometry, from the Open Molecules 2025 dataset.

total charge = -1
E_HOMO (alpha / beta) = -1.46 / -1.46 eV
calculated total energy = -8095.9148 eV
Kohn-Sham gap (alpha / beta) = 5.7 / 5.7 eV

Element x y z (Å)
F (-1.22, -1.24, 0.96)
C (-0.56, -0.33, -0.04)
C (0.16, 0.73, 0.77)
C (-1.69, 0.26, -0.86)
C (1.33, 0.25, 1.62)
C (0.34, -1.23, -0.86)
H (-0.60, 1.23, 1.41)
H (-2.37, 0.84, -0.21)
H (0.90, -0.57, -1.56)
H (1.73, 1.08, 2.22)
H (2.16, -0.10, 0.98)
H (1.04, -0.56, 2.30)
H (0.94, 1.43, -2.10)
H (-1.22, 0.95, -1.59)
H (0.50, 1.48, 0.02)
H (-2.24, -0.52, -1.40)
H (-0.26, -1.94, -1.44)
H (1.06, -1.76, -0.22)

The following is a quantum chemistry calculation of an isolated molecule of C5H12F2N2 at a distorted geometry, from the Open Molecules 2025 dataset.

total charge = 0
E_HOMO = -9.08 eV
calculated total energy = -13792.9718 eV
structure (SMILES) = NCCC[C@@H](N)C(F)F
Kohn-Sham gap = 10.0 eV
ΔE to the lowest compared entry with this formula, charge and spin = 1.4281 eV

Element x y z (Å)
F (-1.99, -1.95, 0.37)
F (-1.30, -2.46, -1.79)
N (1.85, 3.53, 2.04)
N (0.92, -0.40, -1.30)
C (-1.01, -2.09, -0.49)
C (0.71, 1.56, 0.78)
C (1.38, 2.13, 2.05)
C (0.14, 0.05, 0.89)
C (-0.34, -0.57, -0.44)
H (2.26, 1.50, 2.13)
H (-0.64, -0.03, 1.62)
H (1.12, 0.52, -1.52)
H (2.31, 3.76, 1.12)
H (0.70, 2.11, 2.87)
H (-0.30, -2.70, -0.05)
H (1.38, 1.74, -0.07)
H (0.95, -0.65, 1.21)
H (1.76, -0.92, -0.89)
H (-1.08, 0.06, -0.79)
H (-0.14, 2.14, 0.55)
H (2.44, 3.79, 2.80)

The following is a quantum chemistry calculation of a structure of composition C5H12HgO3 at a distorted geometry, from the Open Molecules 2025 dataset.

total charge = +1
E_HOMO (alpha / beta) = -11.56 / -13.14 eV
calculated total energy = -15685.3098 eV
<S²> = 0.7537
2S+1 = 2
Kohn-Sham gap (alpha / beta) = 7.4 / 8.1 eV
ΔE to the lowest compared entry with this formula, charge and spin = 0.0094 eV

Element x y z (Å)
Hg (-0.29, 2.19, -0.68)
O (1.07, -1.00, 3.82)
O (-0.43, 0.90, -2.51)
O (0.02, 0.23, 0.22)
C (0.37, -0.61, -0.82)
C (-0.52, -0.44, -2.04)
C (0.56, -0.40, 2.15)
C (-1.14, 1.14, -3.70)
C (0.90, -0.41, 4.88)
H (0.35, 0.54, 4.91)
H (-2.20, 0.89, -3.58)
H (-0.05, 0.43, 2.54)
H (-0.19, -1.13, -2.84)
H (1.52, -0.69, 5.75)
H (0.31, -1.69, -0.55)
H (-1.03, 2.20, -3.95)
H (1.42, -0.44, -1.14)
H (-1.57, -0.67, -1.79)
H (-0.01, -1.32, 1.99)
H (1.61, -0.25, 1.87)
H (-0.72, 0.54, -4.53)

The following is a quantum chemistry calculation of a cluster of 2 separate species, C5H12IP in total at a distorted geometry, from the Open Molecules 2025 dataset.

total charge = 0
E_HOMO = -8.98 eV
calculated total energy = -22766.3962 eV
structure (SMILES) = C=PC(C)(C)C.I
Kohn-Sham gap = 9.3 eV
ΔE to the lowest compared entry with this formula, charge and spin = 2.2347 eV

Element x y z (Å)
I (-5.13, 0.23, -0.13)
P (0.98, -1.48, 0.10)
C (-0.21, -0.16, 0.67)
C (-0.02, -2.86, -0.20)
C (-1.30, -0.05, -0.40)
C (-0.67, -0.86, 1.95)
C (0.53, 1.23, 0.78)
H (-5.24, -1.17, -0.78)
H (-1.06, -0.36, -1.41)
H (0.43, -3.70, -0.57)
H (0.14, -1.05, 2.74)
H (1.57, 1.21, 1.17)
H (-1.67, 0.97, -0.60)
H (0.07, 2.05, 1.16)
H (-1.42, -0.33, 2.51)
H (-0.97, -1.93, 1.84)
H (-1.08, -3.00, -0.20)
H (0.93, 1.52, -0.27)
H (-2.06, -0.75, -0.09)

The following is a quantum chemistry calculation of a structure of composition C5H12KO7 at a distorted geometry, from the Open Molecules 2025 dataset.

total charge = -1
E_HOMO = -1.22 eV
calculated total energy = -36035.3956 eV
Kohn-Sham gap = 2.9 eV
ΔE to the lowest compared entry with this formula, charge and spin = 2.9685 eV

Element x y z (Å)
K (13.78, 25.11, -10.39)
O (16.68, 27.58, -12.97)
O (11.34, 24.16, -11.77)
O (13.16, 23.57, -12.96)
O (11.65, 24.91, -8.71)
O (16.42, 24.96, -11.57)
O (11.14, 22.81, -13.43)
O (12.96, 22.58, -8.59)
C (12.03, 22.85, -7.55)
C (17.15, 26.07, -11.13)
C (11.68, 24.32, -7.43)
C (16.65, 27.43, -11.53)
C (11.88, 23.79, -12.90)
H (15.59, 27.59, -11.28)
H (12.56, 22.65, -6.61)
H (16.08, 26.92, -13.34)
H (12.43, 24.87, -6.85)
H (17.19, 28.28, -11.11)
H (17.23, 26.05, -10.04)
H (11.12, 24.36, -9.31)
H (18.17, 26.06, -11.54)
H (12.38, 22.20, -9.26)
H (10.74, 24.38, -6.87)
H (11.15, 22.21, -7.54)
H (16.25, 25.08, -12.52)

The following is a quantum chemistry calculation of a cluster of 2 separate species, C5H12N in total at a distorted geometry, from the Open Molecules 2025 dataset.

total charge = +1
E_HOMO = -13.16 eV
calculated total energy = -6861.0635 eV
Kohn-Sham gap = 7.6 eV
ΔE to the lowest compared entry with this formula, charge and spin = 2.4949 eV

Element x y z (Å)
N (-1.06, -1.37, -0.12)
C (-2.32, -1.59, -0.14)
C (1.13, 0.49, 0.64)
C (1.76, -0.95, 0.53)
C (-0.16, 2.35, -0.45)
C (0.81, 1.23, -0.45)
H (-0.41, 2.70, 0.58)
H (0.98, 0.90, 1.65)
H (-1.09, 1.92, -0.94)
H (1.24, -1.63, 1.22)
H (-2.80, -2.52, -0.28)
H (-2.86, -0.68, 0.17)
H (-0.38, -2.14, -0.11)
H (-0.67, -0.43, -0.07)
H (0.16, 3.18, -1.19)
H (2.82, -0.97, 0.90)
H (1.14, 0.89, -1.43)
H (1.69, -1.36, -0.52)

The following is a quantum chemistry calculation of a cluster of 2 separate species, C5H12N in total at a distorted geometry, from the Open Molecules 2025 dataset.

total charge = +1
E_HOMO = -13.64 eV
calculated total energy = -6861.3404 eV
Kohn-Sham gap = 8.3 eV
ΔE to the lowest compared entry with this formula, charge and spin = 2.2181 eV

Element x y z (Å)
N (1.38, 0.63, 0.78)
C (-0.46, 0.57, -1.66)
C (0.08, -1.72, -0.68)
C (-1.94, -0.17, 0.21)
C (1.61, 1.20, 1.92)
C (-0.79, -0.42, -0.77)
H (0.33, 0.40, -2.43)
H (0.91, 1.94, 2.30)
H (-1.59, -0.22, 1.28)
H (2.52, 0.91, 2.43)
H (2.05, -0.12, 0.45)
H (0.93, -1.59, -1.28)
H (0.58, 0.81, 0.13)
H (-0.47, -2.52, -1.14)
H (0.30, -1.98, 0.41)
H (-2.73, -0.90, 0.14)
H (-2.41, 0.79, -0.01)
H (-1.18, 1.33, -1.92)

The following is a quantum chemistry calculation of the ion C5H12N with charge +1 at a distorted geometry, from the Open Molecules 2025 dataset.

total charge = +1
E_HOMO = -13.64 eV
calculated total energy = -6862.4577 eV
structure (SMILES) = C=C(C)CC[NH3+]
Kohn-Sham gap = 10.2 eV
ΔE to the lowest compared entry with this formula, charge and spin = 1.1008 eV

Element x y z (Å)
N (-1.88, 0.61, 0.04)
C (1.78, -0.74, 1.04)
C (0.74, -0.64, -0.03)
C (0.49, 0.66, -0.76)
C (-0.65, 1.46, -0.14)
C (0.03, -1.72, -0.41)
H (1.91, 0.19, 1.59)
H (-2.35, 0.80, 0.93)
H (-0.47, 2.00, 0.79)
H (-1.54, -0.38, -0.03)
H (1.52, -1.54, 1.72)
H (1.40, 1.23, -0.85)
H (0.20, 0.40, -1.78)
H (-0.86, 2.26, -0.85)
H (-0.39, -1.79, -1.41)
H (-0.11, -2.58, 0.24)
H (-2.56, 0.81, -0.69)
H (2.73, -1.02, 0.59)